Computed, not measured: the molecule C3H7N3OS, with the ωB97M-V functional and the def2-TZVPD basis.

Structure (XYZ):
```
15
Properties=species:S:1:pos:R:3:forces:R:3
H -3.786 -0.210 0.588 0.32 -0.82 -3.28
N -3.595 -0.497 -0.508 0.59 1.01 3.17
C -2.351 -0.406 -0.680 3.88 -0.37 -0.12
N -1.307 -0.107 0.497 -4.42 -0.35 -0.03
O -0.059 0.380 0.204 0.00 -1.61 -0.05
C 0.991 -0.688 0.432 -0.98 0.14 -1.57
C 2.236 -0.026 -0.172 1.18 0.69 1.60
N 2.036 1.282 -0.405 -0.83 4.11 0.58
S 3.735 -0.767 -0.252 -1.26 0.26 -0.07
H -1.734 -0.742 -1.713 -1.89 1.13 2.84
H -1.820 0.467 1.279 1.54 -1.07 -2.04
H 0.799 -1.619 -0.245 -0.11 1.52 1.68
H 1.010 -0.873 1.555 0.35 -0.03 -1.65
H 1.042 1.753 -0.220 2.99 -1.93 -0.54
H 2.802 2.053 -0.360 -1.35 -2.68 -0.52
```
Positions in Å, forces in eV/Å.

Values from the calculation:
frontier orbital gap = 8.84 eV
energy relative to the best compared isomer or geometry (same formula, charge and spin) = 481.63 kJ/mol
2S+1 = 1
energy = -20573.192 eV



Computed, not measured: a structure of composition C5H6LiO4Tm, with the ωB97M-V functional and the def2-TZVPD basis.

Structure (XYZ):
```
17
Properties=species:S:1:pos:R:3:forces:R:3
O 2.533 0.353 0.939 0.37 0.04 0.79
C 1.359 0.554 1.171 -0.38 -0.23 -3.38
O 0.671 0.466 2.186 -1.08 -1.05 3.00
O 0.598 0.781 -0.079 2.84 -0.62 0.84
C -0.676 0.898 -0.037 -2.34 -0.23 1.69
C -1.568 0.442 -1.054 -0.83 0.80 -0.21
Li 4.088 -0.221 1.751 0.39 0.31 -0.56
H -1.102 1.179 0.937 0.13 0.15 -0.45
H -1.117 0.480 -2.050 -0.19 -0.57 0.09
H -2.426 1.139 -1.026 0.15 -0.61 -0.25
Tm 0.066 -0.884 4.151 0.16 0.99 -0.86
C -2.215 -1.173 -0.794 0.72 -0.56 -0.41
C -3.415 -1.303 0.074 0.95 1.71 -1.16
O -3.326 -1.663 1.236 -0.09 -0.33 0.61
H -1.408 -1.815 -0.424 -0.14 0.26 0.03
H -4.278 -0.671 -0.224 -0.41 -0.52 0.06
H -2.452 -1.544 -1.801 -0.23 0.46 0.16
```
Positions in Å, forces in eV/Å.

Values from the calculation:
frontier orbital gap (alpha / beta) = 3.83 / 7.83 eV
total charge = +3
2S+1 = 4
<S²> = 3.77
energy = -43173.308 eV



Computed, not measured: a structure of composition C44H51F6I2N5O4S4SeTeTl, with the ωB97M-V functional and the def2-TZVPD basis.

Structure (XYZ):
```
119
Properties=species:S:1:pos:R:3:forces:R:3
Tl 0.457 0.392 -0.281 -0.16 0.01 0.13
F -3.865 4.083 2.067 0.02 0.00 -0.01
C -2.879 3.204 2.240 0.01 -0.01 0.03
F -3.393 1.978 2.223 0.00 0.01 -0.03
F -2.331 3.418 3.440 0.00 -0.04 -0.02
S -1.565 3.430 0.964 0.06 0.20 0.08
O -0.639 2.337 1.174 -0.04 -0.09 -0.08
O -1.074 4.751 1.214 0.05 0.02 -0.03
N -2.459 3.327 -0.316 -0.05 -0.05 0.05
S -2.064 3.007 -1.792 -0.21 0.09 -0.10
O -1.277 1.816 -1.990 0.16 0.01 0.16
O -3.209 3.190 -2.631 -0.05 -0.03 -0.01
C -0.902 4.361 -2.255 0.03 0.02 -0.02
F -0.627 4.293 -3.559 0.00 -0.01 0.00
F 0.243 4.232 -1.577 -0.03 0.01 0.01
F -1.422 5.557 -1.991 0.00 0.00 -0.02
S -0.531 -2.175 1.307 0.34 -0.02 0.08
C -1.840 -2.791 0.511 -0.61 0.10 -0.03
N -2.136 -4.098 0.479 -0.10 0.18 0.42
C -3.449 -4.567 0.066 0.11 -0.04 -0.24
C -3.932 -3.772 -1.112 0.01 -0.08 -0.11
N -3.904 -2.356 -0.805 0.18 0.04 -0.16
C -4.775 -1.484 -1.595 0.02 0.02 -0.05
C -5.882 -0.840 -0.793 0.03 0.01 0.06
C -6.037 0.540 -0.800 0.00 -0.02 0.01
C -7.038 1.135 -0.047 -0.03 0.02 -0.02
C -7.894 0.355 0.717 0.00 0.00 0.01
C -7.748 -1.025 0.724 -0.02 -0.01 -0.01
C -6.747 -1.618 -0.031 0.01 -0.01 0.01
C -2.866 -1.821 -0.133 -0.12 -0.24 0.68
S -2.757 -0.209 0.162 0.06 0.10 -0.12
C -1.340 -5.084 1.223 0.15 0.01 -0.24
C -0.378 -5.806 0.309 0.04 -0.07 0.08
C -0.537 -7.168 0.077 -0.02 -0.02 0.02
C 0.314 -7.843 -0.788 0.00 0.00 -0.04
C 1.319 -7.150 -1.447 -0.02 -0.03 0.01
C 1.480 -5.789 -1.227 0.00 0.01 -0.03
C 0.650 -5.123 -0.341 -0.03 -0.02 -0.03
H -4.141 -4.508 0.914 -0.04 0.02 -0.04
H -3.357 -5.611 -0.239 0.04 -0.01 0.05
H -4.955 -4.062 -1.353 -0.01 0.04 0.02
H -3.308 -3.976 -1.988 -0.01 -0.03 0.00
H -5.190 -2.100 -2.396 0.00 0.01 0.01
H -4.159 -0.703 -2.047 -0.01 -0.02 -0.02
H -5.349 1.154 -1.369 0.03 0.01 0.00
H -7.136 2.213 -0.046 0.00 0.00 0.00
H -8.666 0.822 1.316 0.00 0.00 -0.01
H -8.414 -1.640 1.317 0.01 0.00 0.01
H -6.631 -2.697 -0.015 0.00 0.00 0.00
H -2.039 -5.805 1.652 -0.02 0.04 0.03
H -0.830 -4.563 2.031 0.04 -0.01 -0.03
H -1.336 -7.706 0.576 0.00 0.00 0.01
H 0.181 -8.904 -0.958 0.00 0.00 0.00
H 1.975 -7.666 -2.137 0.00 0.00 -0.01
H 2.246 -5.236 -1.758 -0.04 -0.07 0.05
H 0.789 -4.064 -0.165 -0.03 0.03 -0.05
I 1.656 -2.720 -3.375 -0.29 0.26 0.04
I 4.525 -3.595 -4.558 0.02 -0.02 0.18
C -4.268 -4.705 -7.249 -0.03 -0.01 0.00
C -3.479 -4.051 -6.148 0.00 0.03 -0.03
C -3.420 -2.669 -6.030 -0.03 -0.01 0.01
C -2.680 -2.043 -5.031 -0.01 -0.07 0.01
C -2.623 -0.538 -5.023 -0.02 0.01 0.03
C -1.985 -2.838 -4.104 -0.09 0.02 -0.17
Te -0.901 -1.865 -2.571 0.66 -0.31 -0.43
C -2.031 -4.239 -4.203 0.01 0.06 -0.03
C -1.281 -5.161 -3.281 -0.03 0.02 0.00
C -2.778 -4.814 -5.228 0.02 -0.03 0.03
H -4.661 -3.964 -7.943 -0.01 0.00 0.00
H -5.111 -5.273 -6.848 0.00 0.01 0.01
H -3.646 -5.402 -7.813 0.00 0.00 0.00
H -3.960 -2.054 -6.742 0.01 0.00 -0.01
H -3.369 -0.128 -5.704 0.01 0.01 -0.01
H -1.638 -0.192 -5.345 0.01 0.00 0.04
H -2.790 -0.109 -4.034 -0.01 0.00 -0.01
H -0.996 -4.671 -2.351 -0.03 -0.02 -0.01
H -0.356 -5.505 -3.750 0.01 0.03 0.01
H -1.881 -6.043 -3.044 0.01 -0.02 -0.03
H -2.797 -5.897 -5.309 -0.01 0.00 0.00
C 7.235 -1.174 -1.129 0.00 -0.02 -0.01
C 6.623 -0.732 0.197 0.02 0.02 -0.06
C 5.386 0.148 0.032 -0.01 -0.07 0.07
C 4.160 -0.602 -0.476 0.03 -0.01 -0.06
N 3.692 -1.608 0.475 -0.06 -0.07 0.01
C 3.041 -1.359 1.635 -0.28 -0.12 0.20
Se 2.452 0.252 2.322 0.12 0.12 -0.26
N 2.820 -2.552 2.246 0.22 0.00 0.10
C 2.200 -2.711 3.553 -0.09 -0.01 0.00
C 3.166 -2.432 4.701 0.03 -0.01 -0.07
C 4.305 -3.441 4.838 -0.05 -0.01 0.02
C 3.859 -4.773 5.429 0.00 -0.03 0.00
C 3.363 -3.576 1.485 0.00 0.03 -0.04
C 3.433 -4.946 1.692 0.02 -0.01 -0.05
C 4.083 -5.693 0.723 0.03 -0.02 0.05
C 4.618 -5.095 -0.420 0.03 -0.01 0.02
C 4.539 -3.729 -0.628 -0.04 -0.01 -0.07
C 3.908 -2.980 0.351 0.03 0.01 0.11
H 8.173 -1.707 -0.973 0.00 -0.02 0.01
H 7.444 -0.310 -1.764 0.00 0.00 0.00
H 6.577 -1.840 -1.689 0.00 0.04 -0.04
H 7.371 -0.174 0.766 -0.02 0.00 0.03
H 6.369 -1.609 0.801 0.03 0.00 0.03
H 5.597 0.958 -0.672 0.00 -0.01 -0.01
H 5.123 0.612 0.984 -0.01 0.03 0.00
H 4.366 -1.128 -1.408 -0.06 0.02 -0.03
H 3.339 0.089 -0.663 0.04 0.03 0.02
H 1.798 -3.725 3.590 0.00 0.00 0.01
H 1.360 -2.018 3.596 0.01 -0.02 0.01
H 2.583 -2.409 5.627 0.01 0.03 0.01
H 3.565 -1.427 4.552 -0.02 0.01 0.02
H 5.079 -3.010 5.478 0.00 0.01 -0.01
H 4.771 -3.605 3.862 0.04 0.02 0.01
H 3.379 -4.624 6.399 0.01 0.00 0.01
H 4.703 -5.449 5.574 0.00 0.00 -0.02
H 3.141 -5.286 4.787 -0.02 0.01 0.00
H 2.986 -5.416 2.556 0.03 0.00 0.03
H 4.155 -6.766 0.845 -0.02 0.00 -0.02
H 5.077 -5.707 -1.185 0.03 0.00 0.00
H 4.916 -3.295 -1.542 0.03 0.01 -0.09
```
Positions in Å, forces in eV/Å.

Values from the calculation:
frontier orbital gap = 6.00 eV
energy relative to the best compared isomer or geometry (same formula, charge and spin) = 0.00 kJ/mol
total charge = -1
2S+1 = 1
energy = -215283.142 eV



Computed, not measured: a cluster of 8 separate species, C24H63INO7 in total, with the ωB97M-V functional and the def2-TZVPD basis.

Structure (XYZ):
```
96
Properties=species:S:1:pos:R:3:forces:R:3
C 0.267 -0.135 -1.307 0.10 0.06 0.09
C -0.939 -0.871 -1.877 -0.12 -0.02 -0.12
I -0.357 -3.012 -2.106 0.01 -0.09 0.00
C -2.331 -0.698 -1.122 0.65 -0.21 0.42
N -3.393 -0.237 -1.900 -0.14 0.26 -0.17
H 0.951 0.214 -2.083 -0.02 -0.04 -0.06
H 0.862 -0.741 -0.623 -0.12 -0.01 0.04
H -0.074 0.735 -0.739 -0.05 0.08 -0.10
H -1.124 -0.634 -2.920 -0.04 0.06 -0.03
H -2.006 -0.040 -0.274 -0.19 0.02 -0.10
H -2.561 -1.671 -0.657 -0.05 0.02 -0.06
H -3.246 0.758 -2.082 0.04 -0.09 -0.05
C -2.799 5.626 -1.932 0.00 -0.03 0.06
C -3.609 4.363 -2.181 -0.15 -0.06 -0.04
C -4.673 4.138 -1.117 0.07 0.00 0.01
O -2.774 3.224 -2.305 0.21 0.13 0.01
H -2.284 5.555 -0.969 0.02 0.01 -0.02
H -2.054 5.761 -2.715 0.01 0.00 0.02
H -3.444 6.507 -1.902 -0.01 0.00 -0.02
H -4.094 4.436 -3.159 -0.01 0.05 0.03
H -4.200 4.035 -0.136 -0.02 -0.01 0.01
H -5.223 3.221 -1.328 0.00 0.00 0.02
H -5.371 4.976 -1.068 -0.01 0.00 -0.01
H -2.361 3.042 -1.451 -0.08 -0.07 -0.06
C 4.690 -1.918 -1.592 0.01 0.00 0.05
C 4.379 -0.823 -0.583 -0.10 0.07 -0.16
C 5.584 -0.456 0.265 0.00 -0.06 0.04
O 3.262 -1.182 0.222 0.04 -0.06 0.21
H 5.010 -2.826 -1.070 -0.01 -0.01 -0.02
H 3.804 -2.149 -2.181 0.00 -0.02 0.01
H 5.498 -1.616 -2.261 -0.01 0.01 -0.01
H 4.031 0.063 -1.119 0.06 0.00 0.00
H 5.917 -1.332 0.833 0.01 0.02 0.02
H 5.331 0.335 0.970 -0.01 -0.02 0.01
H 6.422 -0.117 -0.345 -0.01 0.01 -0.01
H 3.478 -1.982 0.716 -0.01 0.05 -0.09
C -3.765 0.472 2.841 0.01 -0.05 -0.02
C -2.282 0.645 2.573 -0.04 0.17 -0.11
C -1.579 -0.677 2.353 0.08 -0.01 0.04
O -1.657 1.403 3.628 -0.07 -0.07 0.24
H -3.917 -0.137 3.738 -0.02 0.02 0.00
H -4.249 1.439 2.983 0.00 -0.01 0.02
H -4.239 -0.037 2.001 0.00 0.03 -0.01
H -2.149 1.275 1.691 0.00 -0.05 -0.01
H -1.650 -1.309 3.246 -0.01 0.03 0.00
H -0.528 -0.522 2.110 0.00 0.00 0.04
H -2.041 -1.197 1.517 0.02 -0.09 0.05
H -1.718 0.887 4.441 0.02 0.03 -0.09
C -7.906 0.065 -3.283 0.05 -0.05 0.04
C -7.639 0.618 -1.892 0.01 0.18 -0.07
C -6.537 -0.137 -1.189 0.05 -0.04 0.14
O -8.853 0.648 -1.119 -0.07 -0.17 -0.03
H -8.212 -0.984 -3.212 -0.02 0.02 -0.02
H -8.692 0.628 -3.786 -0.02 -0.01 0.00
H -6.994 0.098 -3.882 -0.01 0.02 -0.01
H -7.369 1.674 -1.979 0.04 -0.03 0.00
H -6.817 -1.191 -1.071 -0.02 0.01 0.00
H -6.346 0.280 -0.197 -0.12 0.00 0.02
H -5.571 -0.117 -1.712 0.01 -0.05 -0.02
H -9.087 -0.271 -0.939 0.05 0.11 0.02
C 0.696 -7.516 -0.473 0.03 0.03 -0.04
C 0.467 -7.795 -1.951 -0.08 -0.07 0.02
C 1.773 -7.996 -2.704 0.00 0.05 0.03
O -0.319 -6.774 -2.546 0.18 0.03 -0.02
H 1.277 -6.596 -0.355 -0.02 0.00 0.02
H -0.256 -7.385 0.039 0.01 0.01 0.01
H 1.248 -8.330 0.002 -0.01 -0.01 0.00
H -0.146 -8.696 -2.053 0.04 -0.01 0.02
H 2.384 -7.091 -2.636 0.00 -0.01 -0.03
H 1.577 -8.203 -3.756 0.01 0.02 0.00
H 2.348 -8.823 -2.282 -0.01 -0.01 0.00
H 0.159 -5.936 -2.462 -0.20 -0.01 -0.03
C -0.175 5.195 4.888 -0.05 -0.03 -0.01
C -0.741 5.168 3.475 0.01 0.07 -0.06
C -2.196 5.613 3.439 0.01 -0.04 0.04
O -0.578 3.896 2.881 -0.05 0.01 0.07
H -0.739 4.508 5.526 0.03 0.00 0.01
H 0.869 4.884 4.883 -0.01 -0.01 0.01
H -0.245 6.194 5.325 0.01 0.01 -0.01
H -0.150 5.842 2.846 -0.02 0.02 0.04
H -2.807 4.933 4.041 -0.02 0.01 -0.02
H -2.571 5.597 2.416 -0.02 -0.01 0.01
H -2.314 6.620 3.844 0.00 0.01 -0.01
H -1.073 3.226 3.385 0.12 -0.07 -0.18
C 10.114 -0.683 2.108 0.04 0.01 -0.03
C 9.538 -0.792 0.706 -0.15 -0.06 -0.01
C 10.573 -1.230 -0.316 0.03 0.02 0.04
O 8.911 0.426 0.314 0.09 0.13 -0.03
H 10.920 0.057 2.127 -0.01 0.00 0.02
H 9.342 -0.379 2.813 0.01 0.02 0.00
H 10.532 -1.638 2.433 -0.01 0.00 0.00
H 8.714 -1.510 0.712 0.05 -0.03 0.01
H 11.391 -0.504 -0.359 0.00 -0.01 -0.03
H 10.123 -1.308 -1.304 0.01 0.02 -0.01
H 11.001 -2.197 -0.047 -0.01 -0.01 -0.01
H 9.578 1.123 0.280 -0.04 -0.09 0.02
```
Positions in Å, forces in eV/Å.

Values from the calculation:
frontier orbital gap = 4.33 eV
total charge = -1
2S+1 = 1
energy = -49832.216 eV